No. 1
Formula: C30H74BN4O16P3S
Source: the OMol25 dataset
Level of theory: ωB97M-V/def2-TZVPD

Computed properties:
2S+1 = 1
Gap between HOMO and LUMO = 0.1891 Eh
SMILES string = CCCCN[C@@](OC)(B(N)O)[C@H](CCCOC(C)=O)N(N)S.CCOP(=O)(OCC)OCC.CCOP(=O)(OCC)OCC.CCOP(=O)(OCC)OCC

Element x y z (Å)
C1 -2.730 1.366 -2.063
H1 -13.614 2.617 1.055
H2 7.512 0.588 -2.655
O1 7.825 -3.613 0.171
O2 -10.501 6.596 -0.032
O3 6.845 -5.756 0.402
C2 7.597 -2.901 -3.571
H3 -4.656 4.293 3.734
H4 7.178 -3.028 2.087
H5 11.397 -3.493 -6.564
C3 8.636 -5.344 2.003
N1 4.784 -2.044 3.395
H6 8.647 -1.623 -2.174
C4 2.686 -4.061 1.051
O4 -5.244 2.697 1.598
C5 3.861 -3.019 1.353
H7 -3.493 2.997 3.544
C6 3.262 -5.545 -0.818
H8 -8.248 4.680 2.483
H9 7.756 -3.823 -4.134
H10 -0.579 -2.789 3.946
H11 8.712 1.508 -5.330
N2 4.659 -3.158 2.570
H12 4.854 -4.541 4.668
O5 -3.277 2.491 0.018
O6 -5.440 2.000 -0.621
H13 -6.654 3.208 -1.688
H14 -14.869 6.153 1.485
H15 -6.771 3.455 0.032
H16 4.699 -1.145 2.906
C7 -2.239 1.849 -0.711
O7 9.025 -0.402 -4.596
H17 6.745 -3.100 -2.913
C8 0.469 -1.090 2.946
C9 -4.521 3.213 3.842
P1 8.104 -1.201 -5.719
O8 -12.219 6.236 1.563
H18 -13.190 7.841 2.342
C10 -9.137 4.416 0.535
C11 -13.075 7.354 1.371
H19 8.394 -6.428 2.260
C12 6.091 -1.797 0.452
H20 -1.901 0.975 -2.657
O9 8.922 -2.647 -5.780
C13 -6.057 3.276 -0.773
C14 -14.434 6.927 0.849
H21 -3.209 2.178 -2.615
P2 -11.563 5.518 0.221
H22 7.358 2.230 -3.316
H23 8.690 -2.824 -7.845
O10 8.814 -0.619 -6.948
H24 -1.826 1.020 -0.127
H25 5.326 -3.851 -0.132
C15 8.791 -2.573 -2.695
O11 3.275 -5.291 0.578
O12 7.175 -1.848 -4.437
H26 0.554 -5.087 -0.110
S1 4.920 -4.680 3.266
C16 0.098 -2.676 3.038
H27 -8.648 6.191 1.694
H28 -4.648 2.951 4.893
H29 -4.353 4.232 -1.705
H30 -11.988 4.195 3.094
H31 5.771 -0.876 1.046
H32 9.715 -5.280 1.645
H33 4.394 -2.435 -0.833
H34 -6.530 2.856 3.171
H35 1.353 -4.068 4.198
C17 -5.526 2.470 2.977
H36 9.138 -4.282 -6.977
H37 8.393 -4.672 2.889
C18 8.763 0.977 -4.375
H38 2.276 -2.678 3.486
H39 9.613 1.380 -3.820
H40 0.465 -4.213 -1.478
C19 -12.747 3.240 1.299
B1 1.655 -3.343 -0.036
H41 3.750 -4.739 -1.489
H42 8.941 -3.357 -1.951
C20 7.490 1.177 -3.575
H43 -7.239 5.258 1.144
H44 -8.840 3.364 0.529
H45 0.091 -0.654 5.178
H46 1.367 -0.965 2.226
H47 3.962 -6.456 -0.978
O13 1.870 -2.074 -0.671
H48 6.616 0.850 -4.146
H49 -5.545 1.404 3.207
H50 -11.875 2.598 1.158
H51 -15.118 7.779 0.811
H52 -9.020 4.784 -0.486
C21 7.676 -4.884 0.780
H53 -4.563 4.650 -0.005
C22 -5.098 4.439 -0.933
H54 -0.374 -0.460 2.511
H55 1.138 0.637 4.262
C23 4.904 -2.821 0.112
H56 6.458 -1.391 -0.568
C24 0.900 -0.478 4.374
H57 -5.644 5.344 -1.210
O14 -10.499 4.470 0.952
H58 9.709 -2.495 -3.280
N3 0.412 -4.109 -0.441
C25 7.389 -2.535 1.081
H59 11.069 -3.251 -8.290
H60 2.036 -5.402 2.502
C26 -8.264 5.186 1.514
H61 3.338 -1.983 1.423
H62 8.232 -1.755 1.134
H63 11.037 -1.884 -7.155
H64 -1.442 2.583 -0.849
H65 -3.474 0.573 -1.947
H66 -13.729 4.363 2.867
N4 1.825 -4.451 2.185
P3 -4.453 1.542 0.699
C27 1.515 -3.476 3.214
H67 -14.351 6.508 -0.158
H68 -12.606 8.076 0.695
H69 -0.411 -2.913 2.039
H70 1.858 -0.979 4.754
C28 -12.885 3.681 2.743
H71 2.259 -5.920 -1.258
H72 1.774 -2.182 -1.642
O15 -12.754 4.296 0.341
C29 10.787 -2.939 -7.283
H73 5.766 -2.047 3.753
C30 9.311 -3.204 -7.033
H74 -13.041 2.814 3.390
O16 -3.561 1.101 1.866

Atom charges from the Mulliken analysis, given in e for atoms 1 to 6:
1 C -1.0199
2 H 0.3586
3 H 0.0254
4 O -0.1396
5 O -0.7089
6 O -0.5040

***

No. 2
Formula: C30H74N2O14
Source: the OMol25 dataset
Level of theory: ωB97M-V/def2-TZVPD

Computed properties:
2S+1 = 1
Gap between HOMO and LUMO = 0.3040 Eh
SMILES string = CC1(C)CCCC(C)(C)N1O.CC1(C)CCCC(C)(C)N1O.OCCO.OCCO.OCCO.OCCO.OCCO.OCCO
Relative energy (zero: lowest compared OMol25 entry of this formula, charge and spin) = 0.0 kcal per mole

Element x y z (Å)
H1 22.424 -1.851 13.956
C1 20.521 -6.169 14.636
O1 20.389 -2.248 18.390
H2 19.764 -7.755 19.773
H3 22.946 -7.531 20.825
H4 25.790 -1.517 19.666
C2 19.841 -5.024 13.907
H5 22.080 -2.974 17.443
H6 23.281 -9.844 21.832
H7 23.883 -0.244 20.596
C3 19.771 2.047 22.182
N1 20.771 -3.893 13.848
H8 18.833 -2.198 20.359
H9 18.493 -3.481 14.684
H10 18.186 1.264 18.366
H11 19.516 -7.622 24.398
H12 20.089 -6.171 12.102
H13 23.550 -0.482 17.817
H14 21.794 -6.828 13.086
H15 22.308 -7.343 14.662
H16 21.372 -1.635 21.557
H17 23.281 -3.359 23.978
C4 17.129 1.060 20.918
H18 24.447 -2.180 22.396
O2 20.890 -8.159 22.952
H19 23.723 -5.516 13.570
H20 16.721 1.776 20.205
H21 22.822 -2.855 15.344
H22 25.685 -4.383 24.092
C5 18.553 0.708 20.446
C6 19.794 -7.254 18.792
H23 20.366 2.926 22.432
H24 19.007 -7.227 21.768
C7 18.505 0.395 18.942
O3 24.172 -9.775 19.951
C8 20.077 -7.166 23.564
H25 24.600 -10.633 20.003
H26 20.812 0.850 23.676
H27 19.407 -8.982 17.495
H28 22.934 -7.394 23.001
O4 23.959 -3.335 24.665
N2 19.099 -0.488 21.085
C9 19.346 -5.490 12.536
H29 17.716 -5.027 14.497
H30 16.559 0.154 21.103
H31 24.042 -3.947 21.083
H32 17.870 -0.473 18.786
C10 21.792 -4.060 19.291
H33 18.171 -1.652 23.499
H34 27.122 -0.175 18.188
O5 23.850 -7.412 22.705
H35 23.628 -4.082 11.913
C11 25.213 -3.401 24.007
H36 23.218 -5.111 15.163
C12 22.556 -3.964 12.073
H37 20.459 1.681 20.229
H38 23.933 -2.732 13.954
O6 26.165 -0.088 18.187
H39 17.205 -8.897 17.732
H40 26.017 -2.898 22.034
C13 24.246 -0.070 19.583
H41 20.919 -4.033 19.959
H42 18.755 -7.446 16.959
H43 20.636 -2.835 12.244
H44 20.024 -7.140 14.657
C14 19.139 -6.524 22.592
C15 21.934 -6.475 14.118
H45 24.148 1.016 19.444
H46 19.517 0.129 18.640
C16 23.857 -7.812 21.361
O7 18.269 -1.618 20.889
C17 22.212 -3.986 13.584
H47 20.645 -5.876 15.689
H48 19.291 -4.640 11.864
C18 18.951 -8.050 17.855
C19 22.831 -5.268 14.151
H49 21.434 0.778 22.088
C20 19.715 -0.521 22.406
H50 20.924 -1.479 18.619
H51 20.837 -7.261 18.489
H52 20.752 -4.046 17.412
O8 23.424 -0.834 18.704
O9 19.235 -5.970 18.980
C21 22.884 -2.795 14.258
C22 25.699 -0.434 19.481
C23 24.080 -9.305 21.303
O10 17.704 -8.468 18.431
C24 20.484 0.777 22.635
H53 22.090 -4.832 11.594
H54 18.826 -4.801 15.834
C25 19.485 1.869 20.698
O11 19.676 -5.325 21.986
H55 18.850 2.158 22.762
H56 20.663 -6.460 24.159
H57 22.066 -5.077 19.015
C26 25.060 -3.086 22.541
H58 22.283 -3.061 11.520
H59 24.999 -9.574 21.835
O12 20.173 -2.854 13.091
H60 21.378 -1.564 23.344
C27 18.658 -4.552 14.786
H61 25.888 -2.668 24.461
H62 26.259 0.033 20.299
H63 17.174 1.611 21.861
H64 19.148 -0.542 24.526
H65 19.086 2.786 20.257
C28 18.704 -0.700 23.544
H66 17.872 0.011 23.442
H67 18.436 -6.078 12.620
H68 20.238 -5.640 21.270
C29 21.243 -3.324 18.071
H69 22.943 -2.512 19.490
H70 24.694 -7.352 20.827
H71 18.313 -6.076 19.234
C30 20.752 -1.658 22.456
H72 20.255 -2.631 22.428
H73 18.212 -6.253 23.091
O13 22.963 -3.430 19.791
O14 24.377 -4.191 21.962
H74 20.481 -9.025 22.988

Atom charges from the Mulliken analysis, given in e for atoms 1 to 6:
1 H 0.3558
2 C -0.3969
3 O -0.2698
4 H 0.0795
5 H -0.2550
6 H 0.1082

***

E_tot? In order: -4057.15256 -2350.10674 hartree.
LUMO energy? In order: -0.073 0.015 Eh.